Entry 1:
14
Properties=species:S:1:pos:R:3:forces:R:3:mulliken_charge:R:1 method="wB97M-V/def2-TZVPD" total_charge=+1 de_lowest_kcal_mol=136.4 homo_ev=-13.6
C 3.60444 0.00841 -0.29447 5.4 -1.7 1.1 0.100
C 2.37562 0.07530 -0.05498 -3.8 1.4 -0.1 0.384
C -3.30130 -0.09322 -0.34141 -0.1 -0.7 -1.9 -0.615
N 4.70960 -0.48518 -0.00580 -4.3 -0.6 -0.5 -0.273
N 1.21750 0.57143 0.06759 2.4 0.0 0.1 -0.205
N -1.09889 -0.37432 0.65731 -3.4 -0.4 0.9 -0.324
N -1.82196 0.08718 -0.24691 0.8 -1.6 0.0 -0.175
H -3.70371 -0.79876 -1.22945 1.8 1.6 1.7 0.256
H -3.89813 -0.43355 0.50017 0.5 0.2 0.7 0.354
H -3.50298 0.92130 -0.65549 -1.0 0.2 0.0 0.253
H 0.53201 -0.05443 0.50658 -1.6 0.2 0.1 0.434
H -1.69529 -0.84963 1.42859 1.0 0.4 -1.1 0.220
H 1.01850 1.56968 -0.04738 -0.1 -0.4 -0.4 0.283
H 5.56460 -0.14420 -0.28435 2.5 1.6 -0.7 0.307



Entry 2:
10
Properties=species:S:1:pos:R:3:forces:R:3:mulliken_charge:R:1 method="wB97M-V/def2-TZVPD" total_charge=-1 de_lowest_kcal_mol=104.0 homo_ev=-2.9
C -0.16448 0.67688 -2.14364 -1.4 -0.5 -1.6 -0.535
C -1.06772 0.13701 -3.11113 1.2 1.2 1.6 0.569
C -0.14495 1.17972 -3.44143 -1.1 -1.3 -0.9 0.365
N -0.02486 0.42618 1.71398 -0.2 -3.1 -4.7 -0.248
N 0.01306 -0.77508 1.23374 0.4 2.2 0.5 -0.282
O -1.88406 -0.70644 -3.41804 -1.2 -1.2 -0.3 -0.721
O 0.26688 1.73830 -4.43823 1.5 1.8 -0.6 -0.705
H 0.20976 0.38814 2.67660 0.1 -0.7 1.5 0.225
H 0.27409 0.44557 -1.23196 1.2 0.2 1.7 -0.011
H -0.09912 -0.89682 0.12423 -0.2 1.6 2.7 0.342



Entry 3:
23
Properties=species:S:1:pos:R:3:forces:R:3:mulliken_charge:R:1 method="wB97M-V/def2-TZVPD" total_charge=+1 de_lowest_kcal_mol=129.2 homo_ev="-11.6 / -11.6"
C -2.30126 0.38310 0.27958 0.8 -0.4 -1.1 -0.577
C 0.64741 1.24806 0.11437 0.7 -1.0 0.0 0.878
C 0.37166 1.80789 1.32639 -0.5 -0.5 -2.2 -0.859
C 1.97241 0.52550 -0.25233 0.0 -0.5 0.6 -0.996
C 1.58570 -0.94819 -0.69380 0.0 0.6 -2.5 -0.539
C 0.77979 -1.56201 0.41877 -0.8 0.3 2.3 -0.604
C -0.37814 1.07306 -0.95373 -1.5 1.7 1.8 -0.835
C -0.71519 -1.60884 0.24620 0.0 -0.1 -1.9 -0.033
N -1.67259 1.19337 -0.63807 -0.4 -0.2 -1.4 0.025
N -1.84602 -0.92538 0.24226 0.9 0.1 1.7 -0.171
H -3.35960 0.38684 0.35914 -0.6 0.7 0.0 0.416
H -0.65860 2.03335 1.61268 0.4 0.2 -0.1 0.266
H 1.14793 2.14936 1.97272 0.5 -0.3 0.5 0.346
H 2.72078 1.01061 -0.90408 -0.9 0.0 -0.1 0.350
H 2.46609 0.43462 0.71769 0.3 -0.1 -0.1 0.411
H 0.90315 -0.93989 -1.63228 1.1 0.3 1.4 0.346
H 2.40865 -1.63656 -1.07129 -0.5 1.2 1.1 0.412
H 1.05427 -2.62327 0.57700 -0.2 0.6 0.0 0.353
H 0.91561 -1.00766 1.40042 0.3 -0.7 -1.0 0.380
H -0.24797 1.45268 -1.94831 1.0 0.0 -0.3 0.433
H -1.01580 -2.55493 -0.14323 0.1 -1.2 0.3 0.368
H -2.22463 1.74270 -1.36031 0.2 -1.0 1.5 0.357
H -2.55363 -1.63440 0.33018 -1.0 0.3 -0.1 0.275



Please write out number 2 again, unchanged.
10
Properties=species:S:1:pos:R:3:forces:R:3:mulliken_charge:R:1 method="wB97M-V/def2-TZVPD" total_charge=-1 de_lowest_kcal_mol=104.0 homo_ev=-2.9
C -0.16448 0.67688 -2.14364 -1.4 -0.5 -1.6 -0.535
C -1.06772 0.13701 -3.11113 1.2 1.2 1.6 0.569
C -0.14495 1.17972 -3.44143 -1.1 -1.3 -0.9 0.365
N -0.02486 0.42618 1.71398 -0.2 -3.1 -4.7 -0.248
N 0.01306 -0.77508 1.23374 0.4 2.2 0.5 -0.282
O -1.88406 -0.70644 -3.41804 -1.2 -1.2 -0.3 -0.721
O 0.26688 1.73830 -4.43823 1.5 1.8 -0.6 -0.705
H 0.20976 0.38814 2.67660 0.1 -0.7 1.5 0.225
H 0.27409 0.44557 -1.23196 1.2 0.2 1.7 -0.011
H -0.09912 -0.89682 0.12423 -0.2 1.6 2.7 0.342